# C22H21Br2Cl33F9NNb

C22H21Br2Cl33F9NNb as an isolated structure (ωB97M-V/def2-TZVPD, the Open Molecules 2025 dataset).

Atoms and positions in Å:
F (0.145, -1.524, 0.433)
C (-0.756, -0.628, 0.068)
F (-1.937, -1.053, 0.531)
F (-0.820, -0.593, -1.262)
C (-0.468, 0.801, 0.646)
F (-1.653, 1.319, 1.041)
F (-0.044, 1.609, -0.333)
C (0.433, 0.782, 1.901)
F (0.231, 1.951, 2.544)
F (-0.070, -0.172, 2.705)
C (1.966, 0.556, 1.675)
F (2.317, -0.411, 2.552)
F (2.181, 0.108, 0.424)
C (2.809, 1.791, 1.954)
C (4.186, 1.820, 1.279)
Nb (5.800, 0.444, 2.005)
Br (7.475, 1.347, 0.216)
Br (7.612, -1.181, 2.945)
C (4.804, -1.058, 0.585)
C (4.298, -2.265, 1.061)
C (3.666, -3.106, 0.143)
C (3.589, -2.689, -1.174)
N (4.094, -1.560, -1.667)
C (4.694, -0.763, -0.772)
H (2.254, 2.646, 1.558)
H (2.857, 1.935, 3.026)
H (4.563, 2.822, 1.466)
H (4.077, 1.747, 0.199)
H (4.742, -0.043, 3.370)
H (6.278, 1.843, 3.084)
H (4.359, -2.528, 2.105)
H (3.218, -4.038, 0.453)
H (3.072, -3.334, -1.877)
H (5.089, 0.169, -1.143)
C (-1.167, -3.831, -2.331)
Cl (-1.589, -3.448, -3.998)
Cl (-1.949, -5.340, -1.830)
Cl (0.577, -3.952, -2.136)
H (-1.523, -3.031, -1.697)
C (-1.894, 3.680, -2.193)
Cl (-2.341, 5.033, -1.157)
Cl (-3.291, 3.124, -3.125)
Cl (-0.571, 4.123, -3.269)
H (-1.557, 2.867, -1.564)
C (-5.600, -2.951, 3.560)
Cl (-5.194, -3.342, 5.230)
Cl (-6.073, -4.399, 2.674)
Cl (-6.893, -1.747, 3.499)
H (-4.722, -2.532, 3.089)
C (-3.971, -7.434, 0.706)
Cl (-5.713, -7.184, 0.886)
Cl (-3.032, -6.396, 1.769)
Cl (-3.579, -9.133, 0.985)
H (-3.700, -7.191, -0.313)
C (-2.097, 4.536, -6.631)
Cl (-3.592, 4.339, -7.552)
Cl (-0.795, 3.585, -7.344)
Cl (-1.646, 6.240, -6.532)
H (-2.270, 4.173, -5.626)
C (-4.833, -1.121, -3.095)
Cl (-5.416, 0.212, -4.093)
Cl (-4.657, -2.588, -4.057)
Cl (-3.301, -0.682, -2.339)
H (-5.552, -1.304, -2.309)
C (1.111, 5.555, 2.434)
Cl (0.908, 5.305, 0.697)
Cl (2.734, 5.112, 2.940)
Cl (0.759, 7.233, 2.864)
H (0.403, 4.920, 2.948)
C (1.466, -6.221, 2.108)
Cl (2.929, -6.012, 3.070)
Cl (0.177, -5.166, 2.693)
Cl (1.794, -5.915, 0.403)
H (1.136, -7.245, 2.210)
C (4.233, 6.379, -0.756)
Cl (4.992, 7.044, -2.208)
Cl (4.308, 4.625, -0.740)
Cl (4.982, 7.038, 0.701)
H (3.191, 6.669, -0.759)
C (3.249, 0.873, -3.383)
Cl (4.597, 1.948, -3.022)
Cl (1.945, 1.095, -2.218)
Cl (2.657, 1.149, -5.031)
H (3.597, -0.153, -3.310)
C (-9.595, 0.865, 3.533)
Cl (-10.592, 1.677, 4.742)
Cl (-10.604, 0.085, 2.313)
Cl (-8.467, 1.995, 2.787)
H (-9.023, 0.097, 4.035)

## Properties
HOMO-LUMO gap   7.01 eV
E   -603978.47056 eV
Max |F|   0.0570 Eh/bohr
Total charge   -1

# C5H9O

C5H9O as an isolated structure (ωB97M-V/def2-TZVPD, the Open Molecules 2025 dataset).

Atoms and positions in Å:
C (-1.434, -0.477, -0.175)
O (-4.120, -0.073, 0.769)
C (0.035, -0.288, 0.091)
C (0.863, 0.004, -1.028)
C (2.149, 0.585, -0.902)
C (2.984, 0.526, 0.180)
H (-1.923, -0.906, 0.698)
H (-4.903, 0.307, 1.189)
H (0.261, -0.310, 1.171)
H (-1.952, 0.460, -0.376)
H (0.754, -1.145, -0.329)
H (-1.656, -1.146, -1.009)
H (2.627, 1.174, -1.692)
H (2.702, -0.098, 1.027)
H (3.612, 1.386, 0.385)

## Properties
Relative energy (zero: lowest compared OMol25 entry of this formula, charge and spin)   451.62 kJ/mol
HOMO-LUMO gap   5.17 eV
E   -7372.50744 eV
Max |F|   0.0816 Eh/bohr
Total charge   -1

# C16H28N4O16S4

C16H28N4O16S4 as an isolated structure (ωB97M-V/def2-TZVPD, the Open Molecules 2025 dataset).

Atoms and positions in Å:
C (2.346, -0.766, -4.622)
C (0.949, -0.424, -4.911)
N (-0.202, -0.304, -4.952)
H (2.574, -1.628, -5.246)
H (2.337, -1.081, -3.583)
H (3.091, 0.074, -4.700)
C (0.816, 2.375, 3.659)
C (-0.341, 1.748, 4.251)
N (-1.225, 1.218, 4.747)
H (0.792, 3.416, 3.874)
H (0.754, 2.328, 2.566)
H (1.730, 1.972, 4.083)
C (-3.283, 3.395, 2.442)
C (-2.094, 2.954, 1.682)
N (-1.195, 2.586, 1.080)
H (-4.128, 2.998, 1.914)
H (-3.182, 4.482, 2.359)
H (-3.315, 3.056, 3.483)
C (-3.128, 0.977, -4.825)
C (-2.666, 0.670, -3.433)
N (-2.365, 0.616, -2.316)
H (-4.078, 1.533, -4.687)
H (-3.457, -0.011, -5.207)
H (-2.360, 1.501, -5.373)
C (3.871, -1.252, 0.497)
C (5.113, -0.351, 0.401)
O (5.383, -0.056, 1.759)
S (4.614, -1.055, 2.770)
O (3.493, -0.378, 3.275)
O (5.466, -1.705, 3.686)
O (4.194, -2.081, 1.659)
H (3.744, -2.034, -0.293)
H (2.940, -0.712, 0.687)
H (4.947, 0.567, -0.164)
H (5.986, -0.820, -0.120)
C (-1.342, -2.265, -0.760)
C (-2.183, -3.365, -1.449)
O (-1.250, -3.745, -2.450)
S (0.280, -3.685, -1.942)
O (1.032, -3.016, -2.951)
O (0.857, -4.918, -1.546)
O (-0.006, -2.795, -0.642)
H (-1.652, -2.133, 0.250)
H (-1.323, -1.351, -1.325)
H (-3.076, -2.983, -2.007)
H (-2.413, -4.161, -0.751)
C (0.783, 1.515, -1.119)
C (0.866, 3.034, -0.940)
O (2.007, 3.441, -1.651)
S (3.159, 2.284, -1.591)
O (4.175, 2.479, -0.619)
O (3.462, 2.061, -2.968)
O (2.187, 1.123, -1.096)
H (0.304, 1.220, -2.092)
H (0.361, 1.020, -0.301)
H (0.996, 3.277, 0.131)
H (0.000, 3.557, -1.307)
C (-3.633, -1.529, 3.944)
C (-2.189, -1.749, 3.356)
O (-2.292, -1.343, 1.939)
S (-3.810, -0.810, 1.761)
O (-4.153, -1.098, 0.431)
O (-3.831, 0.526, 2.230)
O (-4.525, -1.711, 2.812)
H (-3.722, -0.512, 4.394)
H (-3.893, -2.282, 4.649)
H (-1.825, -2.820, 3.349)
H (-1.473, -1.070, 3.817)

## Properties
HOMO-LUMO gap   11.27 eV
E   -99102.20035 eV
Max |F|   0.0517 Eh/bohr
Total charge   0

no.,LUMO level (eV),molecular weight (g/mol),E_HOMO (eV)
1,1.193,1893.062,-5.82
2,2.833,85.126,-2.34
3,0.328,660.680,-10.94